(1)
59
Properties=species:S:1:pos:R:3 method="wB97M-V/def2-TZVPD" gap_ev=8.006 e_above_lowest_ev=4.396 molar_mass_g_mol=415.49 smiles="CCCNC(=O)COc1coc(CN2CCN(c3ccccc3OC)CC2)cc1=O" charge=0 lumo_energy_ev=0.37 homo_energy_ev=-7.638 total_energy_ev=-37991.1483
C -5.26 -1.69 0.47
C -5.89 -1.29 -0.86
C -6.45 0.13 -0.81
N -5.40 1.11 -0.67
C -5.22 1.84 0.45
O -5.98 1.84 1.39
C -3.93 2.69 0.43
O -2.91 2.08 1.20
C -2.33 0.92 0.81
C -1.71 0.21 1.79
O -1.01 -0.92 1.61
C -0.92 -1.42 0.37
C -0.03 -2.63 0.28
N 1.36 -2.30 0.02
C 1.62 -1.71 -1.28
C 3.13 -1.64 -1.49
N 3.81 -0.91 -0.45
C 3.99 0.47 -0.55
C 3.33 1.25 -1.50
C 3.57 2.60 -1.63
C 4.48 3.22 -0.81
C 5.16 2.48 0.14
C 4.95 1.12 0.27
O 5.64 0.32 1.16
C 6.68 0.90 1.90
C 3.50 -1.50 0.84
C 1.99 -1.52 1.07
C -1.51 -0.81 -0.69
C -2.26 0.42 -0.58
O -2.77 0.97 -1.55
H -4.85 -2.70 0.41
H -4.45 -1.01 0.73
H -6.00 -1.66 1.27
H -5.15 -1.35 -1.66
H -6.70 -1.98 -1.10
H -7.01 0.34 -1.73
H -7.12 0.26 0.04
H -4.66 1.10 -1.36
H -3.60 2.89 -0.59
H -4.13 3.62 0.95
H -1.72 0.54 2.82
H -0.37 -3.28 -0.53
H -0.07 -3.18 1.22
H 1.17 -2.35 -2.04
H 1.18 -0.70 -1.36
H 3.36 -1.20 -2.47
H 3.53 -2.66 -1.48
H 2.61 0.79 -2.16
H 3.04 3.17 -2.38
H 4.67 4.28 -0.89
H 5.89 2.97 0.77
H 7.12 0.08 2.47
H 6.32 1.66 2.60
H 7.45 1.33 1.25
H 4.00 -0.95 1.63
H 3.87 -2.53 0.83
H 1.77 -1.98 2.04
H 1.62 -0.47 1.09
H -1.42 -1.24 -1.68

(2)
60
Properties=species:S:1:pos:R:3 method="wB97M-V/def2-TZVPD" gap_ev=8.263 e_above_lowest_ev=0.223 molar_mass_g_mol=431.49 smiles="CCOC(=O)c1ccc2nc(CCC(=O)N[C@H](C(=O)OC)C(C)C)c(=O)n(CC)c2c1" charge=0 lumo_energy_ev=-0.08 homo_energy_ev=-8.347 total_energy_ev=-40042.4616
C 2.92 3.84 -6.14
C 3.30 2.39 -6.37
O 3.35 1.66 -5.15
C 2.19 1.19 -4.68
O 1.13 1.33 -5.25
C 2.35 0.46 -3.39
C 3.59 0.30 -2.78
C 3.68 -0.37 -1.59
C 2.53 -0.90 -0.99
N 2.67 -1.53 0.21
C 1.63 -2.01 0.80
C 1.83 -2.67 2.13
C 0.70 -2.36 3.13
C 0.18 -0.95 2.93
O 0.73 -0.13 2.22
N -0.97 -0.71 3.59
C -1.69 0.54 3.57
C -2.43 0.66 4.89
O -2.63 -0.27 5.63
O -2.86 1.90 5.11
C -3.61 2.10 6.30
C -2.71 0.64 2.40
C -2.02 1.15 1.13
C -3.38 -0.71 2.15
C 0.28 -2.00 0.20
O -0.70 -2.54 0.70
N 0.18 -1.31 -0.99
C -1.14 -1.25 -1.61
C -1.29 -2.29 -2.72
C 1.27 -0.75 -1.61
C 1.20 -0.06 -2.81
H 2.95 4.39 -7.08
H 3.60 4.31 -5.43
H 1.91 3.90 -5.73
H 2.58 1.91 -7.04
H 4.31 2.31 -6.79
H 4.47 0.71 -3.25
H 4.62 -0.51 -1.08
H 2.79 -2.33 2.51
H 1.88 -3.75 1.98
H 1.07 -2.47 4.15
H -0.13 -3.05 2.98
H -1.38 -1.42 4.17
H -0.97 1.36 3.48
H -3.02 1.81 7.17
H -3.85 3.16 6.33
H -4.52 1.50 6.27
H -3.47 1.37 2.70
H -1.17 0.52 0.89
H -2.72 1.14 0.30
H -1.66 2.16 1.27
H -2.66 -1.43 1.78
H -3.81 -1.10 3.07
H -4.17 -0.60 1.42
H -1.31 -0.24 -1.98
H -1.86 -1.47 -0.81
H -0.56 -2.13 -3.50
H -2.29 -2.22 -3.15
H -1.16 -3.29 -2.31
H 0.27 0.10 -3.33

(3)
56
Properties=species:S:1:pos:R:3 method="wB97M-V/def2-TZVPD" gap_ev=8.360 e_above_lowest_ev=0.700 molar_mass_g_mol=383.56 smiles="S=C(NCCCN1CCOCC1)N(Cc1ccccc1)Cc1ccccc1" charge=0 lumo_energy_ev=0.65 homo_energy_ev=-7.710 total_energy_ev=-40637.7587
S -0.08 -1.48 -2.10
C 0.39 -0.52 -0.82
N -0.52 -0.25 0.14
C -0.30 -0.11 1.56
C -1.25 -1.05 2.32
C -2.72 -0.72 2.06
N -3.09 -1.00 0.68
C -3.44 -2.39 0.44
C -3.63 -2.60 -1.07
O -4.65 -1.76 -1.57
C -4.32 -0.42 -1.33
C -4.15 -0.14 0.16
N 1.62 0.05 -0.76
C 1.86 1.31 -0.08
C 0.73 2.30 -0.24
C 0.39 3.15 0.80
C -0.64 4.06 0.66
C -1.34 4.14 -0.53
C -1.00 3.30 -1.59
C 0.04 2.40 -1.45
C 2.68 -0.40 -1.64
C 3.91 -0.75 -0.84
C 3.80 -1.61 0.25
C 4.92 -1.93 1.00
C 6.16 -1.41 0.66
C 6.27 -0.56 -0.42
C 5.15 -0.22 -1.17
H -1.47 -0.60 -0.06
H -0.49 0.92 1.86
H 0.73 -0.37 1.81
H -1.05 -0.95 3.39
H -1.04 -2.08 2.03
H -3.35 -1.28 2.76
H -2.88 0.34 2.24
H -2.62 -3.03 0.79
H -4.36 -2.67 0.97
H -3.94 -3.63 -1.27
H -2.68 -2.40 -1.59
H -5.14 0.18 -1.74
H -3.38 -0.16 -1.85
H -3.86 0.90 0.31
H -5.11 -0.33 0.68
H 2.77 1.74 -0.52
H 2.07 1.16 0.99
H 0.93 3.09 1.73
H -0.90 4.72 1.48
H -2.15 4.84 -0.65
H -1.53 3.36 -2.52
H 0.30 1.76 -2.27
H 2.91 0.36 -2.39
H 2.31 -1.29 -2.16
H 2.84 -2.02 0.50
H 4.83 -2.60 1.84
H 7.03 -1.66 1.25
H 7.23 -0.14 -0.69
H 5.25 0.44 -2.01

(4)
59
Properties=species:S:1:pos:R:3 method="wB97M-V/def2-TZVPD" gap_ev=9.220 e_above_lowest_ev=0.000 molar_mass_g_mol=411.51 smiles="CC(C)CNC(=O)Cn1c(=O)c2c(ncn2CC(C)C)n(Cc2ccccc2)c1=O" charge=0 lumo_energy_ev=0.49 homo_energy_ev=-8.727 total_energy_ev=-36880.8041
C -2.46 2.44 1.34
C -2.29 2.42 -0.17
C -2.70 3.76 -0.78
C -3.13 1.30 -0.80
N -2.67 -0.01 -0.40
C -3.34 -0.80 0.46
O -4.46 -0.55 0.87
C -2.63 -2.09 0.86
N -1.18 -2.04 0.73
C -0.53 -1.16 1.60
O -1.15 -0.49 2.40
C 0.89 -1.18 1.40
C 1.49 -2.00 0.46
N 2.83 -1.85 0.48
C 3.04 -0.95 1.42
N 1.92 -0.51 2.01
C 1.77 0.52 3.00
C 1.34 1.86 2.37
C 2.41 2.39 1.42
C 1.03 2.86 3.47
N 0.77 -2.84 -0.34
C 1.43 -3.63 -1.37
C 1.60 -2.80 -2.62
C 2.75 -2.04 -2.80
C 2.88 -1.25 -3.93
C 1.88 -1.22 -4.88
C 0.73 -1.97 -4.70
C 0.59 -2.76 -3.57
C -0.61 -2.86 -0.24
O -1.28 -3.57 -0.95
H -1.86 3.23 1.78
H -3.50 2.62 1.60
H -2.17 1.50 1.78
H -1.24 2.24 -0.41
H -2.56 3.76 -1.86
H -2.11 4.57 -0.35
H -3.75 3.96 -0.58
H -3.09 1.37 -1.89
H -4.17 1.38 -0.46
H -1.74 -0.28 -0.69
H -2.89 -2.29 1.90
H -2.99 -2.90 0.23
H 4.02 -0.60 1.69
H 2.72 0.64 3.52
H 1.00 0.21 3.71
H 0.42 1.67 1.80
H 3.33 2.60 1.97
H 2.07 3.31 0.96
H 2.63 1.67 0.63
H 0.73 3.81 3.04
H 0.22 2.50 4.10
H 1.91 3.03 4.09
H 0.80 -4.50 -1.56
H 2.40 -3.93 -0.97
H 3.52 -2.07 -2.05
H 3.78 -0.67 -4.07
H 1.99 -0.60 -5.76
H -0.06 -1.94 -5.43
H -0.31 -3.34 -3.42

(5)
56
Properties=species:S:1:pos:R:3 method="wB97M-V/def2-TZVPD" gap_ev=8.352 e_above_lowest_ev=2.795 molar_mass_g_mol=371.48 smiles="C=CCOc1ccc(/C=C/C(=O)OCC(=O)NC2CCCCCCC2)cc1" charge=0 lumo_energy_ev=-0.12 homo_energy_ev=-8.469 total_energy_ev=-32964.2507
C -2.80 -5.96 7.99
C -2.36 -5.04 7.15
C -2.83 -3.61 7.17
O -1.79 -2.69 6.87
C -1.36 -2.56 5.59
C -0.29 -1.67 5.41
C 0.23 -1.44 4.16
C -0.29 -2.10 3.03
C 0.22 -1.90 1.69
C 1.24 -1.11 1.32
C 1.70 -0.98 -0.05
O 2.63 -0.27 -0.39
O 1.00 -1.72 -0.92
C 1.41 -1.73 -2.29
C 0.84 -0.55 -3.09
O 0.00 -0.72 -3.96
N 1.37 0.63 -2.75
C 0.95 1.89 -3.35
C 0.35 2.78 -2.26
C -0.72 3.75 -2.76
C -0.23 4.81 -3.76
C -0.18 4.36 -5.23
C 1.23 4.19 -5.81
C 1.89 2.84 -5.56
C 2.15 2.51 -4.09
C -1.35 -2.98 3.23
C -1.88 -3.22 4.48
H -2.46 -6.98 7.93
H -3.53 -5.74 8.75
H -1.63 -5.27 6.40
H -3.67 -3.47 6.49
H -3.16 -3.33 8.18
H 0.10 -1.16 6.27
H 1.05 -0.75 4.05
H -0.28 -2.47 0.92
H 1.80 -0.51 2.03
H 1.03 -2.66 -2.71
H 2.51 -1.71 -2.34
H 2.05 0.66 -2.00
H 0.17 1.61 -4.07
H 1.14 3.34 -1.76
H -0.12 2.13 -1.52
H -1.54 3.18 -3.21
H -1.13 4.26 -1.89
H 0.74 5.17 -3.44
H -0.92 5.66 -3.69
H -0.73 3.42 -5.35
H -0.70 5.11 -5.83
H 1.87 4.99 -5.42
H 1.17 4.33 -6.89
H 1.28 2.05 -5.99
H 2.84 2.84 -6.09
H 2.48 3.41 -3.57
H 2.97 1.80 -4.04
H -1.77 -3.50 2.38
H -2.70 -3.92 4.58

(6)
66
Properties=species:S:1:pos:R:3 method="wB97M-V/def2-TZVPD" gap_ev="7.377 / 7.606" e_above_lowest_ev=1.988 molar_mass_g_mol=762.23 charge=0 multiplicity=2 s_squared=0.77 lumo_energy_ev="-0.31 / -0.11" homo_energy_ev="-7.689 / -7.713" total_energy_ev=-113968.8954
Ru -0.64 0.50 -0.75
F -1.55 2.84 -2.68
B -1.51 2.50 -1.29
F -2.63 3.01 -0.68
C 2.45 4.16 -0.83
As 0.88 3.63 -1.83
C 0.20 5.30 -2.57
C 1.22 2.39 -3.29
O -0.29 3.11 -0.72
H 2.79 5.13 -1.19
H 3.23 3.41 -0.93
H 2.18 4.24 0.23
H 0.83 5.64 -3.38
H 0.19 6.06 -1.78
H -0.82 5.14 -2.93
H 2.29 2.25 -3.40
H 0.77 2.78 -4.20
H 0.74 1.44 -3.02
I -7.07 -1.19 -0.68
C -4.99 -1.21 -0.62
C -4.16 -2.24 -1.01
N -2.91 -1.82 -0.78
N -2.88 -0.57 -0.30
C -4.15 -0.19 -0.18
H -4.39 -3.20 -1.43
H -2.01 -2.26 -1.02
H -4.40 0.79 0.19
N 2.84 -0.75 -0.86
C 2.47 0.39 -0.20
O 1.72 1.22 -0.78
C 3.02 0.62 1.09
C 3.76 -0.36 1.74
N 4.35 -1.22 2.24
C 2.79 1.84 1.70
N 2.58 2.88 2.15
H 3.27 -1.47 -0.30
H 2.23 -1.05 -1.61
C 1.93 -4.15 -1.00
C 0.41 -3.97 -1.15
C -0.10 -4.77 -2.35
C -0.28 -4.44 0.13
C 0.12 -2.55 -1.36
C -0.08 -1.36 -1.57
H 2.17 -5.21 -0.94
H 2.27 -3.67 -0.08
H 2.46 -3.72 -1.84
H 0.10 -5.83 -2.21
H 0.39 -4.45 -3.27
H -1.17 -4.63 -2.48
H 0.03 -5.46 0.37
H -1.37 -4.43 0.02
H -0.01 -3.80 0.97
C -0.79 0.77 5.76
C -0.71 0.66 4.27
C -0.39 1.76 3.47
C -0.29 1.61 2.11
N -0.47 0.44 1.49
C -0.81 -0.62 2.24
C -0.94 -0.55 3.61
H -0.60 1.80 6.08
H -0.05 0.12 6.22
H -1.77 0.47 6.12
H -0.21 2.73 3.92
H -0.04 2.46 1.49
H -0.95 -1.55 1.71
H -1.22 -1.43 4.17

(7)
60
Properties=species:S:1:pos:R:3 method="wB97M-V/def2-TZVPD" gap_ev=6.516 molar_mass_g_mol=836.10 charge=-1 lumo_energy_ev=1.78 homo_energy_ev=-4.734 total_energy_ev=-58124.8258
C 5.63 0.83 -2.27
N 5.80 -0.56 -1.88
C 4.61 -1.40 -2.05
Nb 3.38 -1.30 -0.14
F 5.04 -1.23 0.87
I 2.01 -0.97 2.33
C 1.46 -1.14 -1.33
O 0.79 0.13 -1.50
C 0.17 0.68 -0.41
C 0.80 1.78 0.17
C 0.27 2.45 1.26
C 0.99 3.63 1.86
C -0.93 2.00 1.78
C -1.58 0.92 1.19
C -1.06 0.25 0.08
C -1.90 -0.88 -0.48
C -1.83 -1.05 -2.00
C -1.69 -2.19 0.28
C 3.32 -3.62 0.07
I 3.87 -4.40 2.00
C 3.04 -4.60 -0.79
C 3.04 -6.09 -0.53
I 2.49 -4.15 -2.78
H 6.19 1.48 -1.60
H 5.99 1.03 -3.29
H 4.59 1.12 -2.23
H 6.58 -0.97 -2.37
H 4.00 -1.08 -2.90
H 4.97 -2.42 -2.18
H 3.50 0.49 -0.38
H 1.75 -1.38 -2.35
H 0.78 -1.93 -1.02
H 1.75 2.10 -0.25
H 1.99 3.35 2.15
H 0.43 4.00 2.71
H 1.06 4.45 1.14
H -1.36 2.50 2.64
H -2.53 0.61 1.61
H -2.93 -0.60 -0.27
H -1.11 -1.79 -2.33
H -1.66 -0.10 -2.50
H -2.81 -1.40 -2.35
H -0.74 -2.66 0.07
H -1.69 -1.97 1.34
H -2.51 -2.88 0.10
H 4.04 -6.45 -0.33
H 2.62 -6.60 -1.39
H 2.37 -6.28 0.30
F -5.07 0.72 1.92
C -5.57 1.96 1.79
C -6.94 2.13 1.88
C -7.46 3.41 1.75
C -6.62 4.49 1.53
C -5.25 4.29 1.43
C -4.71 3.02 1.57
H -7.58 1.27 2.05
H -8.53 3.56 1.83
H -7.04 5.48 1.42
H -4.60 5.13 1.25
H -3.65 2.85 1.50

(8)
61
Properties=species:S:1:pos:R:3 method="wB97M-V/def2-TZVPD" gap_ev=9.046 e_above_lowest_ev=0.000 molar_mass_g_mol=451.56 smiles="CCOC(=O)c1c(C)[nH]c(C)c1S(=O)(=O)NCC1CCN(Cc2cccc(F)c2)CC1" charge=0 lumo_energy_ev=0.52 homo_energy_ev=-8.523 total_energy_ev=-49514.8777
C -5.79 -1.68 -0.34
C -4.78 -2.19 -1.35
O -3.48 -2.23 -0.77
C -2.79 -1.09 -0.78
O -3.13 -0.10 -1.41
C -1.58 -1.14 0.04
C -0.60 -2.11 0.12
C -0.43 -3.38 -0.63
N 0.32 -1.67 1.04
C -0.06 -0.47 1.56
C 0.74 0.22 2.60
C -1.23 -0.10 0.95
S -2.32 1.26 1.31
O -3.62 0.68 1.49
O -1.74 2.02 2.39
N -2.42 2.26 0.00
C -1.31 3.15 -0.27
C -0.02 2.40 -0.59
C -0.09 1.60 -1.89
C 1.16 0.73 -2.00
N 2.36 1.54 -1.97
C 3.57 0.75 -2.19
C 3.78 -0.32 -1.14
C 3.25 -1.59 -1.31
C 3.33 -2.54 -0.31
C 3.94 -2.23 0.90
C 4.48 -0.97 1.05
F 5.09 -0.66 2.22
C 4.42 -0.01 0.06
C 2.45 2.39 -0.79
C 1.22 3.29 -0.68
H -5.47 -0.71 0.04
H -5.87 -2.37 0.50
H -6.77 -1.58 -0.80
H -4.76 -1.55 -2.23
H -5.00 -3.22 -1.65
H -0.14 -4.18 0.05
H -1.37 -3.64 -1.11
H 0.34 -3.27 -1.39
H 1.16 -2.17 1.28
H 0.91 -0.43 3.46
H 1.72 0.52 2.21
H 0.20 1.10 2.93
H -2.78 1.75 -0.79
H -1.60 3.81 -1.09
H -1.17 3.74 0.64
H 0.14 1.70 0.24
H -0.97 0.96 -1.91
H -0.13 2.29 -2.74
H 1.15 0.19 -2.95
H 1.14 -0.01 -1.18
H 4.42 1.44 -2.20
H 3.49 0.29 -3.17
H 2.77 -1.84 -2.25
H 2.92 -3.53 -0.46
H 4.02 -2.95 1.70
H 4.87 0.95 0.22
H 3.35 3.00 -0.88
H 2.52 1.80 0.14
H 1.31 3.91 0.22
H 1.15 3.94 -1.55